Entry from OMol25: a gas-phase ion, C4H7N2 (charge +1) in a non-equilibrium geometry (ωB97M-V/def2-TZVPD).

Properties
**Maximum force**: 3.66 eV/Å
**Electronic energy**: -265.684919 Ha
**Highest occupied orbital energy (alpha / beta)**: -15.71 / -15.87 eV
**Charge**: +1
**Gap between HOMO and LUMO (alpha / beta)**: 8.3398 / 8.6870 eV

```
13
C4H7N2 ωB97M-V/def2-TZVPD
C -1.62455 0.87071 -0.00652
C 0.18970 -1.93798 0.24370
C -0.19168 0.42142 -0.32924
C 1.12652 0.91774 0.23205
N -2.34898 -0.09866 -0.02970
N -0.47376 -0.99145 -0.29452
H -1.97674 1.86464 -0.14331
H -0.22363 -2.96268 0.33162
H 1.19145 -1.66819 0.43774
H -0.01969 0.59166 -1.44397
H 1.32897 2.02956 -0.01215
H 1.85047 0.26751 -0.29678
H 1.17190 0.69573 1.31109
```

Atom charges from the Löwdin analysis, given in e for atoms 1 to 5: number 1, C, carries -0.08; number 2, C, carries 0.15; number 3, C, carries -0.35; number 4, C, carries -0.03; number 5, N, carries 0.38

---

Entry from OMol25: a gas-phase ion, C4H7N2 (charge +1) in a non-equilibrium geometry (ωB97M-V/def2-TZVPD).

Properties
**Maximum force**: 5.17 eV/Å
**Electronic energy**: -265.683473 Ha
**Highest occupied orbital energy**: -15.05 eV
**Charge**: +1
**Gap between HOMO and LUMO**: 8.7422 eV

```
13
C4H7N2 ωB97M-V/def2-TZVPD
C 1.58176 -0.03376 -0.25144
C 2.70390 -0.10158 0.43881
C -1.51579 0.67886 0.08283
C -2.08125 -0.73340 0.13895
N 0.45463 -0.84859 -0.15336
N -0.73760 -0.41775 -0.20370
H 1.28836 0.77973 -0.98297
H 2.93054 -0.47875 1.42929
H 3.61171 0.55486 0.20411
H -1.83546 1.57640 -0.52461
H -1.03645 1.03810 1.00901
H -2.19677 -1.31313 1.06744
H -2.73915 -0.94246 -0.65694
```

Atom charges from the Löwdin analysis, given in e for atoms 1 to 5: number 1, C, carries -0.17; number 2, C, carries 0.11; number 3, C, carries -0.02; number 4, C, carries 0.05; number 5, N, carries 0.19

---

Entry from OMol25: a molecular structure, C4H7N2 in a non-equilibrium geometry (ωB97M-V/def2-TZVPD).

Properties
**Maximum force**: 5.61 eV/Å
**Electronic energy**: -265.593699 Ha
**Highest occupied orbital energy (alpha / beta)**: -14.39 / -14.39 eV
**Charge**: +1
**Gap between HOMO and LUMO (alpha / beta)**: 7.2908 / 7.2913 eV

```
13
C4H7N2 ωB97M-V/def2-TZVPD
C 0.12541 -0.51888 2.05704
C 0.57839 -0.26751 0.55169
C 1.78260 -0.51323 -0.20417
C -2.04329 0.83591 -1.56177
N -0.94928 0.16900 1.86990
N -0.61747 0.11303 0.37954
H 0.58754 -0.75686 3.03862
H 1.68672 -0.58890 -1.29705
H 2.43173 -1.36585 0.08014
H 2.50963 0.32308 -0.06232
H -2.98727 0.53084 -1.36234
H -1.17625 0.11767 -1.82209
H -1.92846 1.92169 -1.66719
```

Atom charges from the Löwdin analysis, given in e for atoms 1 to 5: number 1, C, carries -0.02; number 2, C, carries -0.25; number 3, C, carries -0.01; number 4, C, carries 0.44; number 5, N, carries 0.13

---

Entry from OMol25: 2 unconnected molecules or ions with the total composition C4H7N2 in a non-equilibrium geometry (ωB97M-V/def2-TZVPD).

Properties
**Maximum force**: 5.75 eV/Å
**Electronic energy**: -265.567459 Ha
**Highest occupied orbital energy (alpha / beta)**: -14.68 / -14.67 eV
**Charge**: +1
**Gap between HOMO and LUMO (alpha / beta)**: 8.6329 / 8.6320 eV

```
13
C4H7N2 ωB97M-V/def2-TZVPD
C 0.14897 -0.78755 0.00212
C -0.59103 -2.24216 1.32065
C 0.70116 -1.93479 0.63408
C -0.05093 2.01203 -0.55379
N -0.55489 -0.87763 1.08815
N 0.86641 1.02094 -0.78268
H -1.38259 -2.81112 0.66007
H -1.01173 -2.39887 2.32381
H 1.68448 -2.10005 1.06104
H -0.42108 2.00667 0.50350
H -0.92162 2.07977 -1.10497
H 0.73836 3.03060 -0.59815
H 1.01306 0.86199 -1.77172
```

Atom charges from the Löwdin analysis, given in e for atoms 1 to 5: number 1, C, carries 0.05; number 2, C, carries -0.12; number 3, C, carries 0.11; number 4, C, carries -0.20; number 5, N, carries 0.15

---

Entry from OMol25: a gas-phase ion, C4H7N2 (charge +1) in a non-equilibrium geometry (ωB97M-V/def2-TZVPD).

Properties
**Maximum force**: 5.70 eV/Å
**Electronic energy**: -265.689620 Ha
**Highest occupied orbital energy**: -15.13 eV
**Charge**: +1
**Gap between HOMO and LUMO**: 9.0869 eV

```
13
C4H7N2 ωB97M-V/def2-TZVPD
C 0.27461 0.22783 -0.06272
C 2.69125 0.27362 -0.05344
C 1.55634 -0.39439 -0.38853
C -2.25091 -0.39382 0.10018
N -1.01958 0.19906 -0.30254
N -0.33151 1.43868 0.32438
H 3.60153 -0.21975 -0.32816
H 2.78448 1.16962 0.64815
H 1.38125 -1.25189 -0.87180
H -2.44877 -0.40794 1.11267
H -3.13992 0.31392 -0.34135
H -2.21764 -1.25512 -0.51421
H -0.40735 2.24168 -0.35359
```

Atom charges from the Löwdin analysis, given in e for atoms 1 to 5: number 1, C, carries -0.14; number 2, C, carries 0.17; number 3, C, carries -0.02; number 4, C, carries 0.00; number 5, N, carries 0.01

---

Entry from OMol25: a molecular structure, C4H7N2 in a non-equilibrium geometry (ωB97M-V/def2-TZVPD).

Properties
**Maximum force**: 6.73 eV/Å
**Electronic energy**: -265.710578 Ha
**Highest occupied orbital energy**: -13.81 eV
**Charge**: +1
**Gap between HOMO and LUMO**: 10.5525 eV

```
13
C4H7N2 ωB97M-V/def2-TZVPD
C -1.35257 0.79789 0.28021
C -1.30688 -0.51161 0.12268
C 1.08128 -0.68080 0.23876
C 0.03310 0.81387 -0.61390
N 1.10756 0.83914 0.19169
N -0.07861 -0.62672 -0.67834
H -1.95498 1.44130 0.97363
H -2.05481 -1.40790 0.37588
H 2.12396 -1.15026 -0.11431
H 0.95414 -1.23222 1.24802
H 0.20110 1.48261 -1.48551
H 1.40542 1.40758 0.96569
H -0.15871 -1.17289 -1.50451
```

Atom charges from the Löwdin analysis, given in e for atoms 1 to 5: number 1, C, carries 0.11; number 2, C, carries -0.06; number 3, C, carries -0.06; number 4, C, carries -0.28; number 5, N, carries 0.06

---

Entry from OMol25: a gas-phase ion, C4H7N2 (charge +1) in a non-equilibrium geometry (ωB97M-V/def2-TZVPD).

Properties
**Maximum force**: 3.91 eV/Å
**Electronic energy**: -265.745172 Ha
**Highest occupied orbital energy**: -14.95 eV
**Charge**: +1
**Gap between HOMO and LUMO**: 8.3154 eV

```
13
C4H7N2 ωB97M-V/def2-TZVPD
C 0.06141 -0.60297 0.57055
C 0.31588 -1.96368 0.52885
C 0.86754 0.43327 -0.14443
C 0.54415 0.49639 -1.48216
N -1.59162 0.89957 1.05990
N -1.10123 -0.30360 1.13980
H -0.39730 -2.49068 1.08545
H 1.16469 -2.35378 -0.06133
H -1.15067 1.64900 0.50022
H 1.66596 1.01611 0.31732
H -0.04719 -0.27180 -1.85256
H 1.15110 0.98657 -2.22345
H -2.48959 1.05494 1.64358
```

Atom charges from the Löwdin analysis, given in e for atoms 1 to 5: number 1, C, carries -0.37; number 2, C, carries 0.28; number 3, C, carries -0.09; number 4, C, carries 0.08; number 5, N, carries 0.19

---

Entry from OMol25: a gas-phase ion, C4H7N2O (charge +1) in a non-equilibrium geometry (ωB97M-V/def2-TZVPD).

Properties
**Maximum force**: 5.59 eV/Å
**Electronic energy**: -340.888673 Ha
**Multiplicity**: 3
**Highest occupied orbital energy (alpha / beta)**: -10.65 / -15.98 eV
**<S²>**: 2.018
**Charge**: +1
**Gap between HOMO and LUMO (alpha / beta)**: 6.5045 / 9.7223 eV

```
14
C4H7N2O ωB97M-V/def2-TZVPD
C 2.29368 -0.35297 -0.05415
C 0.43833 -1.94626 -0.11519
C -1.83299 -0.76079 0.20386
C -1.83166 0.63119 0.45892
N 1.57538 -1.27163 -0.15858
N 3.27402 0.44849 -0.40818
O -0.87129 -1.65717 0.04251
H 0.58622 -2.95220 0.10832
H -2.83896 -1.15546 0.35676
H -1.18881 1.25297 -0.00402
H -1.54151 0.75203 1.52402
H -2.87383 0.95276 0.59291
H 3.94085 0.89982 0.16886
H 3.55709 0.46323 -1.34127
```

Atom charges from the Löwdin analysis, given in e for atoms 1 to 5: number 1, C, carries -0.04; number 2, C, carries -0.01; number 3, C, carries -0.16; number 4, C, carries -0.07; number 5, N, carries 0.21